{"formula": "AgH18O13P", "method": "the ωB97M-V functional and the def2-TZVPD basis", "symbols": ["Ag", "P", "O", "O", "O", "O", "O", "O", "O", "O", "O", "O", "O", "O", "O", "H", "H", "H", "H", "H", "H", "H", "H", "H", "H", "H", "H", "H", "H", "H", "H", "H", "H"], "xyz": [[-4.933384, 16.293464, -7.037417], [-3.292171, 17.706914, -8.659550], [-4.883426, 17.487626, -8.873832], [-4.158692, 18.287166, -7.532628], [-5.922570, 14.281283, -5.896704], [-3.460449, 13.891559, -4.733879], [-7.012405, 17.967883, -7.901769], [-2.723266, 17.195128, -7.431132], [-8.373288, 14.874516, -7.222991], [-5.515526, 18.120432, -5.545675], [-1.638516, 15.030841, -7.062852], [-3.635153, 16.301997, -8.867009], [-3.733584, 13.885999, -8.568864], [-6.011362, 15.145549, -8.920409], [-3.262632, 16.611972, -5.198756], [-4.688287, 13.812135, -8.552022], [-6.055615, 17.812014, -8.151387], [-3.665885, 13.963501, -3.763522], [-2.991742, 16.900243, -6.153001], [-6.540670, 14.470580, -5.190007], [-5.355066, 15.885811, -9.046142], [-3.412322, 14.855644, -5.006763], [-4.007062, 17.142620, -5.017118], [-8.172341, 14.132061, -6.680801], [-2.192611, 15.777781, -7.313509], [-6.743727, 15.387391, -9.514707], [-7.592581, 15.103980, -7.717251], [-4.885306, 18.136331, -6.381170], [-5.330471, 18.959150, -5.111321], [-5.103603, 13.927416, -5.532560], [-6.956517, 18.019437, -6.941803], [-2.258869, 14.393049, -7.387248], [-3.634705, 14.848904, -8.714426]], "atomic_forces_ev_per_a": [[-1.849, -4.545, 2.932], [1.809, 6.899, -6.155], [-7.238, 3.631, -7.153], [-4.343, 10.898, 5.716], [-0.799, -0.039, -0.707], [-0.695, 0.375, 1.511], [-1.163, 0.013, 0.479], [11.764, -2.454, 8.644], [-1.856, 0.620, -0.088], [-0.465, 0.528, 1.316], [1.003, -1.209, 0.581], [2.117, -13.112, -6.798], [0.158, -1.838, 0.339], [-1.651, -0.492, -1.005], [1.347, -1.660, 1.152], [-0.234, -0.253, -0.032], [-1.275, 0.704, -0.526], [0.376, -0.080, -1.428], [0.656, 0.193, 0.312], [0.229, 0.174, 0.265], [-0.193, -0.263, -0.698], [0.545, -0.137, 0.048], [-1.460, 1.094, 0.759], [0.659, -0.770, 0.282], [0.645, 1.472, -0.160], [0.411, 0.009, 0.305], [1.089, 0.151, -0.151], [-0.232, 1.356, 0.367], [-0.062, 0.038, -0.054], [0.631, -0.200, 0.552], [-0.243, 0.174, 0.093], [-0.239, -1.641, -0.203], [0.558, 0.364, -0.494]], "total_energy_ev": -40186.0804, "total_charge": -2, "relative_energy_kcal_mol": 8.9}

=====

{"formula": "AlH10O5", "method": "the ωB97M-V functional and the def2-TZVPD basis", "symbols": ["Al", "O", "O", "O", "O", "O", "H", "H", "H", "H", "H", "H", "H", "H", "H", "H"], "xyz": [[-1.136255, 0.342018, 0.800372], [1.721922, 0.455031, 0.169197], [-0.101273, -0.583349, -1.788499], [0.506559, -0.377848, 3.195499], [-0.096569, 2.622276, -0.828488], [-2.602373, -1.759574, -0.524362], [-2.540260, -2.663499, -0.215654], [0.580802, 3.191768, -0.463678], [-0.034809, 2.751690, -1.774891], [2.156307, -0.015838, -0.542017], [-0.234445, -1.528205, -1.864259], [-2.815958, -1.837679, -1.454159], [0.298457, -0.828272, 4.014056], [2.434571, 0.881508, 0.645094], [1.460680, -0.301260, 3.199568], [0.402642, -0.348765, -2.567781]], "atomic_forces_ev_per_a": [[1.891, -0.492, -1.503], [-0.916, 0.149, 0.461], [-0.502, 0.122, 0.928], [-0.697, 0.403, -0.986], [-0.738, -0.578, 0.769], [0.571, 0.934, 0.863], [-0.003, -0.507, 0.408], [0.313, 0.211, 0.340], [-0.174, -0.150, -0.526], [-0.061, -0.402, -0.345], [-0.086, -0.432, -0.035], [-0.146, 0.304, -0.608], [-0.402, -0.242, 0.402], [0.283, 0.218, 0.380], [0.447, 0.069, -0.208], [0.219, 0.393, -0.340]], "total_energy_ev": -16977.1918, "total_charge": 2, "relative_energy_kcal_mol": 5.4, "s2": 0.754, "spin_multiplicity": 2}

=====

{"formula": "AlH4O2", "method": "the ωB97M-V functional and the def2-TZVPD basis", "symbols": ["Al", "O", "O", "H", "H", "H", "H"], "xyz": [[-3.440693, 0.113407, -0.635319], [0.780937, 1.585757, -1.876899], [-0.208393, -1.470813, 2.168791], [1.574757, 1.079217, -2.048709], [0.927277, 2.419907, -2.322989], [-0.307023, -2.098913, 2.884331], [0.673137, -1.628563, 1.830791]], "atomic_forces_ev_per_a": [[-0.597, 0.072, -0.128], [-1.287, -0.553, 0.970], [-1.012, 0.981, -0.813], [1.487, -1.079, -0.292], [0.111, 1.786, -0.832], [-0.384, -1.079, 1.637], [1.683, -0.126, -0.543]], "total_energy_ev": -10711.4926, "total_charge": 3, "relative_energy_kcal_mol": 64.7}